# 1
Density functional theory data (ωB97M-V with the def2-TZVPD basis set) for 8 unconnected molecules or ions with the total composition H16O8.

Properties
HOMO (Eh): -0.405
M (g/mol): 144.12
Energy above the lowest of the compared OMol25 structures with the same formula, charge and spin (kcal/mol): 58.1
Multiplicity: 1
Orbital gap (eV): 10.61

```
24
H16O8 | the OMol25 dataset | ωB97M-V with the def2-TZVPD basis set
H 1.25 3.05 1.18
H -0.78 2.90 -1.75
O 2.50 1.32 -0.96
O 1.25 3.35 2.09
H 2.01 1.07 -0.17
O -2.20 -3.83 0.90
H 0.72 -2.13 -1.12
H -1.90 -3.04 0.44
H 2.39 2.27 -1.02
O -0.17 -2.27 -0.80
O 1.61 0.41 1.60
H -0.56 -2.87 -1.43
H -2.69 -1.60 -1.69
H -1.65 -4.53 0.56
O -0.21 2.17 -2.00
H 2.36 0.82 2.04
H -2.52 -0.21 -1.10
H 1.48 -0.41 2.07
O -0.77 0.20 0.34
H -0.23 1.57 -1.25
O -3.17 -0.79 -1.51
H -0.62 -0.73 0.16
H 1.95 2.85 2.51
H -0.04 0.45 0.91
```


# 2
Density functional theory data (ωB97M-V with the def2-TZVPD basis set) for 8 unconnected molecules or ions with the total composition H16O8 at a distorted geometry.

Properties
HOMO (Eh): -0.403
M (g/mol): 144.12
Energy above the lowest of the compared OMol25 structures with the same formula, charge and spin (kcal/mol): 55.1
Multiplicity: 1
Orbital gap (eV): 10.67

```
24
H16O8 | the OMol25 dataset | ωB97M-V with the def2-TZVPD basis set
O -22.04 -18.74 -12.50
H -19.27 -18.35 -10.24
O -16.42 -19.32 -9.13
H -16.15 -18.46 -8.86
O -19.48 -17.24 -13.87
H -17.93 -21.48 -9.92
O -18.89 -19.22 -10.27
O -16.64 -20.27 -13.79
H -21.23 -19.22 -12.42
H -18.51 -19.72 -13.37
H -18.15 -18.81 -16.76
O -19.02 -18.42 -16.61
H -19.66 -18.02 -13.35
H -19.21 -18.38 -15.68
H -18.01 -21.19 -8.42
H -22.21 -18.66 -13.41
O -19.33 -19.68 -12.86
H -16.20 -20.02 -14.58
H -17.25 -19.20 -9.60
H -18.92 -16.58 -13.46
O -18.28 -21.81 -9.08
H -16.30 -19.72 -13.15
H -19.00 -19.62 -11.96
H -19.30 -19.62 -9.54
```


# 3
Density functional theory data (ωB97M-V with the def2-TZVPD basis set) for 8 unconnected molecules or ions with the total composition H16O8.

Properties
HOMO (Eh): -0.370
M (g/mol): 144.12
Energy above the lowest of the compared OMol25 structures with the same formula, charge and spin (kcal/mol): 49.6
Multiplicity: 1
Orbital gap (eV): 9.66

```
24
H16O8 | the OMol25 dataset | ωB97M-V with the def2-TZVPD basis set
H 2.52 1.85 -0.47
O 2.68 1.13 0.16
H 0.73 0.44 -0.11
H -2.06 1.43 -2.82
H -2.36 -1.10 -1.52
H -0.44 3.19 1.82
O -2.90 -1.88 -1.69
O 1.34 -2.08 0.53
O -1.37 0.76 -2.78
O 0.61 0.39 3.23
H 1.17 -1.39 1.19
H 0.12 0.88 2.56
H 0.80 1.02 3.93
H 1.76 -2.78 1.03
O 0.64 -2.82 -2.22
H -1.08 0.75 -1.84
O -0.99 2.45 1.55
H 0.47 -2.07 -1.64
H -1.64 2.34 2.26
O -0.23 0.41 -0.24
H 3.18 1.53 0.88
H -3.03 -1.86 -2.64
H 0.66 -3.57 -1.62
H -0.59 0.99 0.46
```


# 4
Density functional theory data (ωB97M-V with the def2-TZVPD basis set) for 8 unconnected molecules or ions with the total composition H16O8 at a distorted geometry.

Properties
HOMO (Eh): -0.425
M (g/mol): 144.12
Energy above the lowest of the compared OMol25 structures with the same formula, charge and spin (kcal/mol): 83.6
Multiplicity: 1
Orbital gap (eV): 11.61

```
24
H16O8 | the OMol25 dataset | ωB97M-V with the def2-TZVPD basis set
O 0.47 1.83 3.23
O 2.59 2.95 -0.34
O -1.08 -1.29 -2.37
H -1.94 -1.56 -2.08
H 0.93 -0.30 0.19
H 1.09 1.07 -0.24
H -0.71 -0.60 -1.68
H 0.18 1.13 2.58
H 1.00 -1.81 2.42
H -0.07 -2.46 -1.06
H 0.78 -2.39 1.14
O -1.85 -1.49 0.65
H 0.06 2.51 2.76
H -2.00 3.26 -1.38
H -2.76 -1.90 0.21
O -1.10 2.86 -1.53
H 0.17 -3.94 -1.14
O 0.19 -3.17 -0.59
H 1.85 3.59 0.05
O 0.60 0.40 -0.41
H -1.21 1.95 -1.32
O 1.47 -1.89 1.55
H -1.07 -2.07 0.57
H 2.43 3.29 -1.23
```


# 5
Density functional theory data (ωB97M-V with the def2-TZVPD basis set) for a molecular structure, H16O8 at a distorted geometry.

Properties
HOMO (Eh): -0.270
M (g/mol): 144.12
Energy above the lowest of the compared OMol25 structures with the same formula, charge and spin (kcal/mol): 373.4
Multiplicity: 1
Orbital gap (eV): 6.72

```
24
H16O8 | the OMol25 dataset | ωB97M-V with the def2-TZVPD basis set
H -0.34 -0.83 -1.04
H 1.49 0.44 -3.14
O -2.20 -0.97 0.05
O 0.00 0.08 0.15
H 0.57 0.63 -0.38
O -0.78 -1.68 -1.05
H 0.90 -0.44 2.17
H 0.58 -0.28 0.82
H -2.04 0.06 2.67
H -2.06 -0.50 0.88
H -0.24 -2.22 -1.63
H -1.33 -1.28 -0.20
O 1.82 -0.35 1.91
H -0.85 0.74 -0.17
O -1.97 0.11 1.71
H -2.05 1.65 -0.29
O -1.12 1.59 -0.52
O 1.61 0.89 -0.74
H 1.40 0.25 -1.64
O 1.23 -0.19 -2.47
H 2.31 -0.45 2.72
H 2.13 1.06 0.04
H 1.99 1.45 -1.41
H -1.04 0.23 1.54
```


# 6
Density functional theory data (ωB97M-V with the def2-TZVPD basis set) for a molecular structure, H16O8Sn at a distorted geometry.

Properties
HOMO (Eh): -0.643
Net charge: +2
M (g/mol): 262.83
Energy above the lowest of the compared OMol25 structures with the same formula, charge and spin (kcal/mol): 4.8
Multiplicity: 1
Orbital gap (eV): 10.55

```
25
H16O8Sn | the OMol25 dataset | ωB97M-V with the def2-TZVPD basis set
Sn -1.47 9.08 5.48
H -0.88 6.90 3.00
H 1.55 9.06 6.28
O -1.14 7.09 7.12
H -3.71 11.38 4.66
O -0.87 6.85 3.92
O -3.40 7.42 5.11
H -0.66 9.50 8.74
H -0.30 6.65 7.23
O -0.86 9.94 7.93
H -0.59 9.18 2.28
H 1.56 8.49 4.92
O -3.56 10.41 4.59
H -3.20 6.81 4.38
H -4.08 7.05 5.64
H -1.62 6.86 7.91
O -0.56 11.65 5.77
H -1.79 10.12 8.04
O 1.04 8.51 5.74
O -1.30 9.51 2.83
H -0.17 6.27 4.07
H -4.51 10.23 4.41
H -1.41 10.41 2.44
H -0.69 11.77 6.72
H -0.89 12.50 5.49
```


# 7
Density functional theory data (ωB97M-V with the def2-TZVPD basis set) for a molecular structure, H16O8Xe.

Properties
HOMO (Eh): -0.389
M (g/mol): 275.41
Energy above the lowest of the compared OMol25 structures with the same formula, charge and spin (kcal/mol): 15.8
Multiplicity: 1
Orbital gap (eV): 10.42

```
25
H16O8Xe | the OMol25 dataset | ωB97M-V with the def2-TZVPD basis set
H 2.62 1.09 2.63
O 0.28 3.23 -2.63
H 0.97 -0.32 -3.06
H -0.34 2.57 -2.34
H 0.46 1.27 3.58
H -0.80 2.12 3.66
O 1.85 -0.49 -3.39
Xe 0.77 -0.06 0.07
O 2.35 0.43 3.26
H 2.60 0.79 4.11
H -0.58 -3.00 0.29
H -1.18 -0.07 -4.21
H -2.87 1.20 -0.52
O -0.39 1.33 4.03
O -1.01 0.33 -3.36
O 0.10 -2.53 3.31
H 0.79 -3.41 -0.23
H 2.42 -0.34 -2.63
O 0.28 -3.34 0.58
H 0.19 -2.77 2.39
H -1.73 0.03 -2.80
H 0.40 3.06 -3.56
O -2.87 0.62 -1.28
H -3.70 0.15 -1.23
H -0.63 -1.90 3.32
```


# 8
Density functional theory data (ωB97M-V with the def2-TZVPD basis set) for a molecular structure, H17NaO9 at a distorted geometry.

Properties
HOMO (Eh): -0.313
M (g/mol): 184.12
Energy above the lowest of the compared OMol25 structures with the same formula, charge and spin (kcal/mol): 203.2
Multiplicity: 1
Orbital gap (eV): 7.89

```
27
H17NaO9 | the OMol25 dataset | ωB97M-V with the def2-TZVPD basis set
H 10.66 15.38 -2.53
H 10.71 17.03 -1.77
O 11.35 17.74 -1.75
H 9.01 15.48 -2.74
H 13.09 17.22 -3.58
H 11.08 17.26 -6.40
O 11.05 14.61 -2.94
H 12.12 16.68 -5.47
H 7.68 15.03 -3.30
Na 10.52 16.53 -3.79
O 10.59 18.74 -3.96
O 8.58 14.75 -3.18
H 10.35 19.37 -3.29
H 9.18 18.36 -3.87
H 12.94 15.72 -3.48
H 12.02 17.44 -1.12
H 8.51 17.60 -4.99
H 10.43 13.90 -2.75
O 11.31 16.46 -5.93
O 8.59 17.63 -4.04
O 12.47 16.51 -3.74
H 10.00 16.35 -1.13
O 10.07 16.07 -2.06
H 11.03 19.25 -4.63
H 10.42 15.70 -5.85
O 9.49 15.64 -5.67
H 9.11 15.33 -6.50
```


# 9
Density functional theory data (ωB97M-V with the def2-TZVPD basis set) for 9 unconnected molecules or ions with the total composition H17O9 at a distorted geometry.

Properties
HOMO (Eh): -0.238
Net charge: -1
M (g/mol): 161.13
Energy above the lowest of the compared OMol25 structures with the same formula, charge and spin (kcal/mol): 37.2
Multiplicity: 1
Orbital gap (eV): 9.62

```
26
H17O9 | the OMol25 dataset | ωB97M-V with the def2-TZVPD basis set
H -0.17 4.08 0.94
O -2.46 1.25 -1.55
H 0.11 -0.05 -3.31
H 0.34 -2.58 1.62
H 1.62 0.73 1.63
H -0.46 -1.87 2.56
O 1.95 -2.62 -2.48
O -0.01 -2.74 2.51
H 1.78 -2.88 -1.57
H 0.97 -0.46 1.62
H -0.95 -0.95 -2.78
O 1.95 -0.18 1.61
H 1.03 0.39 -1.56
O -0.26 1.45 2.97
H -1.35 0.45 0.70
H 0.12 -0.25 -0.34
O -0.56 -0.05 0.80
H -0.37 2.61 1.29
O -0.83 -0.22 -3.41
O -0.63 3.28 0.65
H -0.11 0.74 2.27
H -1.64 0.80 -1.31
H -0.63 0.86 3.63
O 0.83 -0.44 -1.20
H 1.51 -1.78 -2.55
H -2.37 2.18 -1.32
```


What did the second record say?
Density functional theory data (ωB97M-V with the def2-TZVPD basis set) for 8 unconnected molecules or ions with the total composition H16O8 at a distorted geometry.

Properties
HOMO (Eh): -0.403
M (g/mol): 144.12
Energy above the lowest of the compared OMol25 structures with the same formula, charge and spin (kcal/mol): 55.1
Multiplicity: 1
Orbital gap (eV): 10.67

```
24
H16O8 | the OMol25 dataset | ωB97M-V with the def2-TZVPD basis set
O -22.04 -18.74 -12.50
H -19.27 -18.35 -10.24
O -16.42 -19.32 -9.13
H -16.15 -18.46 -8.86
O -19.48 -17.24 -13.87
H -17.93 -21.48 -9.92
O -18.89 -19.22 -10.27
O -16.64 -20.27 -13.79
H -21.23 -19.22 -12.42
H -18.51 -19.72 -13.37
H -18.15 -18.81 -16.76
O -19.02 -18.42 -16.61
H -19.66 -18.02 -13.35
H -19.21 -18.38 -15.68
H -18.01 -21.19 -8.42
H -22.21 -18.66 -13.41
O -19.33 -19.68 -12.86
H -16.20 -20.02 -14.58
H -17.25 -19.20 -9.60
H -18.92 -16.58 -13.46
O -18.28 -21.81 -9.08
H -16.30 -19.72 -13.15
H -19.00 -19.62 -11.96
H -19.30 -19.62 -9.54
```